Entry 1:
39
Properties=species:S:1:pos:R:3:forces:R:3 method="wB97M-V/def2-TZVPD" homo_lumo_gap_ev=8.711 smiles="CCCC[C@@H](C)n1[nH]c(=O)c2c(C)cc(C)nc21" charge=0 max_force_ha_per_bohr=0.0168 relative_energy_kcal_mol=17.94 mol_weight_g_mol=247.34 energy_ev=-21377.20668
C -4.923687 -0.975888 0.665569 0.22 -0.07 -0.11
C -3.455166 -0.690916 0.373521 -0.22 0.24 0.13
C -3.063389 0.718962 0.810959 0.28 -0.22 -0.04
C -1.564656 0.995039 0.700190 -0.17 -0.02 -0.16
C -1.003739 0.905428 -0.727016 -0.29 0.12 0.32
C -1.632123 1.917612 -1.680979 0.12 -0.30 0.06
N 0.434477 1.072967 -0.708837 0.18 -0.16 -0.48
N 1.021653 2.257524 -0.262542 -0.37 0.10 0.23
C 2.336829 2.083243 0.113666 -0.03 0.11 0.15
O 3.083422 2.990050 0.429008 0.23 0.21 0.01
C 2.528027 0.640624 0.040450 -0.35 -0.47 -0.11
C 3.591944 -0.211285 0.321516 -0.30 -0.09 -0.11
C 4.902925 0.305450 0.811420 0.04 0.12 0.03
C 3.349186 -1.565190 0.120552 0.10 0.18 0.03
C 2.107784 -2.018910 -0.332092 0.02 0.06 0.05
C 1.861872 -3.482165 -0.529554 0.01 -0.01 0.00
N 1.089904 -1.211366 -0.607741 -0.49 0.11 -0.07
C 1.320574 0.082335 -0.428431 0.85 0.12 0.08
H -5.561806 -0.266120 0.143129 -0.12 0.06 -0.03
H -5.190536 -1.979049 0.342033 -0.12 -0.08 0.00
H -5.125009 -0.894640 1.731512 -0.07 0.01 0.11
H -2.831731 -1.416796 0.899525 0.10 -0.05 -0.05
H -3.276102 -0.812514 -0.695970 0.09 -0.08 -0.05
H -3.352235 0.852307 1.856405 -0.08 0.06 0.00
H -3.621841 1.451370 0.225430 -0.10 0.07 0.03
H -1.356339 1.992607 1.096250 0.09 -0.01 0.01
H -1.023534 0.272668 1.316559 0.05 0.02 0.05
H -1.141593 -0.108794 -1.112810 0.04 0.14 0.02
H -1.647482 2.913280 -1.242001 -0.04 0.15 0.04
H -2.653813 1.631253 -1.909995 -0.15 0.05 -0.01
H -1.070508 1.949641 -2.611744 0.01 0.01 -0.09
H 0.622717 3.140849 -0.537149 0.14 -0.08 -0.11
H 5.697882 0.026554 0.120962 0.06 -0.01 -0.02
H 5.138460 -0.126690 1.783122 0.04 -0.02 0.05
H 4.866708 1.387536 0.898705 0.09 0.04 0.03
H 4.128435 -2.285232 0.321154 0.09 -0.09 0.02
H 2.013031 -4.020006 0.404786 0.02 -0.09 0.04
H 2.555583 -3.884191 -1.265887 0.04 -0.09 -0.04
H 0.843892 -3.637543 -0.873658 -0.03 -0.03 -0.01



Entry 2:
40
Properties=species:S:1:pos:R:3:forces:R:3 method="wB97M-V/def2-TZVPD" homo_lumo_gap_ev=9.689 smiles="O=C(Cn1cc2c(n1)CCCC2)NC[C@H]1CCCO1" charge=0 max_force_ha_per_bohr=0.0133 relative_energy_kcal_mol=29.13 mol_weight_g_mol=263.34 energy_ev=-23424.49866
O -2.522021 1.867589 0.538755 -0.39 0.26 0.07
C -1.740439 0.940483 0.492556 0.26 -0.40 0.37
C -1.619509 -0.068139 1.653878 -0.57 0.25 -0.29
N -0.272527 -0.485398 1.910485 0.47 -0.12 0.36
C 0.464386 -0.273908 3.021523 0.24 -0.12 -0.12
C 1.701342 -0.838451 2.799998 -0.22 0.07 -0.01
C 1.618829 -1.374426 1.503132 -0.29 0.26 0.31
N 0.422217 -1.152644 0.980883 0.02 -0.47 -0.33
C 2.740363 -2.071639 0.818329 0.02 -0.13 -0.12
C 3.786154 -2.478365 1.858957 0.10 0.18 -0.14
C 4.118688 -1.305522 2.782502 -0.04 -0.18 0.17
C 2.915595 -0.944040 3.657216 0.09 0.07 0.10
N -0.937688 0.654548 -0.540064 0.21 -0.16 -0.40
C -0.905138 1.437319 -1.748469 -0.11 0.07 -0.43
C -1.554153 0.688849 -2.932652 0.01 -0.12 0.48
C -3.073529 0.588681 -2.780210 0.20 -0.02 -0.12
C -3.540630 1.919980 -3.370899 0.14 0.02 -0.01
C -2.433948 2.264769 -4.380313 -0.23 0.26 -0.24
O -1.342160 1.386181 -4.142266 0.19 -0.04 0.02
H -2.034275 0.390348 2.552740 0.09 -0.04 -0.15
H -2.228273 -0.940618 1.387071 0.07 0.09 0.12
H 0.067599 0.247832 3.868773 -0.14 0.12 0.17
H 3.190290 -1.393475 0.085959 0.02 -0.06 -0.01
H 2.369068 -2.941526 0.273279 0.02 0.04 -0.03
H 3.399571 -3.306075 2.457915 0.02 -0.08 0.01
H 4.690089 -2.822600 1.353365 -0.03 -0.07 0.03
H 4.398349 -0.441376 2.175523 0.06 0.05 -0.01
H 4.969378 -1.560446 3.417169 0.03 0.07 -0.03
H 2.762569 -1.723782 4.411029 0.09 0.05 0.03
H 3.093872 -0.005787 4.187889 0.03 -0.06 0.05
H -0.321038 -0.152287 -0.448243 -0.15 0.20 0.02
H 0.130028 1.672954 -2.011560 -0.09 0.03 0.02
H -1.446469 2.365668 -1.554216 0.11 -0.01 -0.05
H -1.071496 -0.289496 -3.037267 -0.07 0.06 0.04
H -3.451026 -0.248492 -3.367836 0.00 -0.04 0.03
H -3.374622 0.464575 -1.743298 -0.06 -0.05 0.05
H -3.601266 2.676930 -2.589987 -0.04 0.02 0.00
H -4.513927 1.841522 -3.849676 -0.04 0.04 0.02
H -2.755976 2.107128 -5.414759 0.02 0.07 0.09
H -2.098279 3.303136 -4.277212 -0.06 -0.09 -0.04



Entry 3:
43
Properties=species:S:1:pos:R:3:forces:R:3 method="wB97M-V/def2-TZVPD" homo_lumo_gap_ev=8.230 smiles="CCOc1ccc(NC(=S)N2CCN(S(C)(=O)=O)CC2)cc1" charge=0 max_force_ha_per_bohr=0.0217 relative_energy_kcal_mol=0.00 mol_weight_g_mol=343.47 energy_ev=-47141.48936
C -6.848072 -0.428387 1.273964 0.15 0.27 -0.28
C -6.768532 0.419522 0.007688 -0.28 -0.30 0.12
O -5.732094 1.378779 0.057659 0.19 0.18 0.03
C -4.436498 0.982157 -0.084118 0.25 0.13 0.00
C -4.007358 -0.291111 -0.441363 -0.31 0.15 0.02
C -2.658306 -0.569065 -0.571991 0.17 0.11 -0.08
C -1.707845 0.413019 -0.332540 -0.59 0.01 0.05
N -0.329206 0.196567 -0.476468 0.81 0.33 -0.18
C 0.380614 -0.929345 -0.197021 0.08 -0.21 0.02
S -0.282571 -2.275364 0.502371 -0.36 -0.54 0.34
N 1.696387 -0.895564 -0.537748 -0.19 0.34 0.08
C 2.598655 -1.945637 -0.125994 0.34 -0.23 0.15
C 3.857365 -1.350979 0.498674 -0.15 -0.53 0.47
N 4.503700 -0.388378 -0.389008 0.55 0.86 0.44
S 4.981437 1.016340 0.423103 0.61 -0.40 0.19
C 6.509317 0.450687 1.195778 -0.74 0.22 -0.43
O 4.040233 1.369873 1.449711 0.02 -0.13 0.17
O 5.293535 2.006235 -0.563104 0.18 -0.01 -0.29
C 3.744522 -0.102006 -1.587749 -0.31 0.38 -0.42
C 2.294586 0.227785 -1.236762 0.11 0.24 -0.30
C -2.137220 1.696933 0.000781 0.08 -0.27 -0.01
C -3.478983 1.977227 0.123681 -0.29 -0.11 -0.03
H -7.687657 -1.114577 1.203820 -0.09 -0.10 0.01
H -6.987720 0.214840 2.139172 -0.03 0.03 0.09
H -5.934325 -1.000074 1.416073 0.03 -0.09 0.05
H -7.680038 1.014777 -0.098605 0.11 -0.13 -0.06
H -6.667836 -0.215253 -0.881552 -0.02 0.11 0.04
H -4.710057 -1.086303 -0.631985 -0.10 -0.05 0.00
H -2.350544 -1.561146 -0.855325 -0.01 0.01 -0.02
H 0.201969 1.053941 -0.548740 -0.02 -0.15 -0.12
H 2.858734 -2.579872 -0.981195 -0.06 -0.03 0.10
H 2.075272 -2.565169 0.606932 0.22 0.09 -0.18
H 3.589111 -0.838355 1.428355 -0.08 -0.27 -0.03
H 4.566064 -2.154352 0.723005 -0.14 -0.02 0.06
H 7.141199 0.068777 0.406317 0.12 -0.07 -0.12
H 6.970489 1.300689 1.682627 -0.05 0.18 0.08
H 6.264915 -0.316232 1.917650 -0.04 -0.17 0.14
H 4.216014 0.760066 -2.059388 -0.18 -0.15 -0.19
H 3.805779 -0.957016 -2.264811 0.03 0.10 0.04
H 1.725681 0.445804 -2.148710 0.05 0.04 0.10
H 2.315088 1.123522 -0.597390 -0.11 -0.02 -0.14
H -1.409776 2.478921 0.169608 0.07 0.08 0.05
H -3.816042 2.967735 0.384595 -0.04 0.12 0.04



Please write out number 1 again, unchanged.
39
Properties=species:S:1:pos:R:3:forces:R:3 method="wB97M-V/def2-TZVPD" homo_lumo_gap_ev=8.711 smiles="CCCC[C@@H](C)n1[nH]c(=O)c2c(C)cc(C)nc21" charge=0 max_force_ha_per_bohr=0.0168 relative_energy_kcal_mol=17.94 mol_weight_g_mol=247.34 energy_ev=-21377.20668
C -4.923687 -0.975888 0.665569 0.22 -0.07 -0.11
C -3.455166 -0.690916 0.373521 -0.22 0.24 0.13
C -3.063389 0.718962 0.810959 0.28 -0.22 -0.04
C -1.564656 0.995039 0.700190 -0.17 -0.02 -0.16
C -1.003739 0.905428 -0.727016 -0.29 0.12 0.32
C -1.632123 1.917612 -1.680979 0.12 -0.30 0.06
N 0.434477 1.072967 -0.708837 0.18 -0.16 -0.48
N 1.021653 2.257524 -0.262542 -0.37 0.10 0.23
C 2.336829 2.083243 0.113666 -0.03 0.11 0.15
O 3.083422 2.990050 0.429008 0.23 0.21 0.01
C 2.528027 0.640624 0.040450 -0.35 -0.47 -0.11
C 3.591944 -0.211285 0.321516 -0.30 -0.09 -0.11
C 4.902925 0.305450 0.811420 0.04 0.12 0.03
C 3.349186 -1.565190 0.120552 0.10 0.18 0.03
C 2.107784 -2.018910 -0.332092 0.02 0.06 0.05
C 1.861872 -3.482165 -0.529554 0.01 -0.01 0.00
N 1.089904 -1.211366 -0.607741 -0.49 0.11 -0.07
C 1.320574 0.082335 -0.428431 0.85 0.12 0.08
H -5.561806 -0.266120 0.143129 -0.12 0.06 -0.03
H -5.190536 -1.979049 0.342033 -0.12 -0.08 0.00
H -5.125009 -0.894640 1.731512 -0.07 0.01 0.11
H -2.831731 -1.416796 0.899525 0.10 -0.05 -0.05
H -3.276102 -0.812514 -0.695970 0.09 -0.08 -0.05
H -3.352235 0.852307 1.856405 -0.08 0.06 0.00
H -3.621841 1.451370 0.225430 -0.10 0.07 0.03
H -1.356339 1.992607 1.096250 0.09 -0.01 0.01
H -1.023534 0.272668 1.316559 0.05 0.02 0.05
H -1.141593 -0.108794 -1.112810 0.04 0.14 0.02
H -1.647482 2.913280 -1.242001 -0.04 0.15 0.04
H -2.653813 1.631253 -1.909995 -0.15 0.05 -0.01
H -1.070508 1.949641 -2.611744 0.01 0.01 -0.09
H 0.622717 3.140849 -0.537149 0.14 -0.08 -0.11
H 5.697882 0.026554 0.120962 0.06 -0.01 -0.02
H 5.138460 -0.126690 1.783122 0.04 -0.02 0.05
H 4.866708 1.387536 0.898705 0.09 0.04 0.03
H 4.128435 -2.285232 0.321154 0.09 -0.09 0.02
H 2.013031 -4.020006 0.404786 0.02 -0.09 0.04
H 2.555583 -3.884191 -1.265887 0.04 -0.09 -0.04
H 0.843892 -3.637543 -0.873658 -0.03 -0.03 -0.01